ORCA calculation (wB97M-V/def2-TZVPD) on a molecular structure, C14H46AsF6O13 at a distorted geometry.

As for the LUMO energy (alpha / beta): -1.37 / -6.76 eV. As for the spin multiplicity: 2. Its frontier orbital gap (alpha / beta) is 8.448 / 3.057 eV.

Geometry (Å):
As: -0.37136 0.04369 -0.09286
F: -1.02792 1.66288 -0.66299
F: -1.91927 -0.10996 0.89741
F: 0.13737 -1.59629 0.51522
F: 1.08830 0.28488 -1.12385
F: 0.44142 0.63141 1.37130
F: -1.21462 -0.64149 -1.52478
C: 0.97427 -3.73262 4.63331
C: 0.76560 -2.42373 3.82436
C: -0.66309 -1.91113 3.77197
O: -0.62679 -0.51954 4.10111
C: 0.61567 -0.25091 4.60541
O: 0.98610 0.84848 4.99905
O: 1.32829 -1.38676 4.57737
H: 0.62955 -4.47440 3.91287
H: 0.38536 -3.78379 5.54910
H: 2.02973 -3.93806 4.81188
H: 1.33106 -2.31044 2.89942
H: -1.43240 -2.56433 4.18380
H: -0.88075 -1.95069 2.70465
C: 0.90722 -2.96301 -2.18053
O: 1.73379 -3.97117 -2.54190
H: 0.46908 -2.52036 -3.07506
H: 0.07836 -3.26343 -1.53956
H: 1.48591 -2.12334 -1.79558
H: 1.94924 -3.89330 -3.47416
C: 0.41903 3.70665 3.22740
O: -0.51159 3.32730 2.17014
H: 0.57045 4.76679 3.43058
H: 0.21039 3.14900 4.14042
H: 1.44506 3.39489 3.03206
H: -0.13711 2.52367 1.80200
C: 4.07312 0.22866 -3.08233
O: 2.65355 -0.00609 -3.15913
H: 4.55768 -0.54284 -2.48393
H: 4.51961 0.21867 -4.07664
H: 4.30021 1.21463 -2.67686
H: 2.39808 0.01132 -2.23392
C: -4.31391 1.38804 2.08423
O: -3.55236 0.41934 2.72827
H: -4.91625 1.85118 2.86577
H: -3.63541 2.04540 1.54052
H: -4.95220 0.82579 1.40265
H: -2.88999 0.08894 2.11696
C: -0.09955 -5.56381 0.35036
O: -0.76724 -4.65815 1.10272
H: -0.37865 -5.55971 -0.70329
H: 0.97804 -5.40000 0.35875
H: -0.20471 -6.55289 0.79618
H: -0.38471 -3.78460 0.99236
C: -2.39629 4.06474 -1.81832
O: -2.87696 3.29188 -0.70253
H: -1.31776 3.92884 -1.89831
H: -2.88159 3.74745 -2.74131
H: -2.57143 5.12336 -1.62661
H: -2.30470 2.52214 -0.74280
C: 1.72195 3.29270 -2.57909
O: 2.78844 4.21891 -2.75850
H: 0.76210 3.66728 -2.93472
H: 1.85778 2.32199 -3.05592
H: 1.71495 3.08973 -1.50818
H: 3.64825 3.85670 -2.53236
C: -4.37803 0.12901 -2.01162
O: -3.60447 -0.97074 -2.32913
H: -5.30965 0.17046 -2.57595
H: -4.60320 0.23746 -0.95066
H: -3.70947 0.94718 -2.27943
H: -2.82318 -0.94481 -1.77190
C: -0.49894 0.20265 -5.07281
O: -1.41542 0.31635 -6.12291
H: -0.86226 0.64574 -4.14557
H: -0.37658 -0.78959 -4.63853
H: 0.46521 0.61526 -5.36988
H: -1.65639 -0.59721 -6.29300
C: 3.41774 1.06570 1.95577
O: 4.52172 1.74991 2.57417
H: 2.85458 1.68050 1.25365
H: 3.78077 0.15921 1.47142
H: 2.73814 0.66709 2.70900
H: 4.73292 1.35524 3.42342

Mulliken population analysis, charges in e, atoms 1 to 5: atom 1 (As): 2.220, atom 2 (F): -0.484, atom 3 (F): -0.724, atom 4 (F): -0.354, atom 5 (F): -0.395

=====

ORCA calculation (wB97M-V/def2-TZVPD) on 10 unconnected molecules or ions with the total composition C14H46F6O9P at a distorted geometry.

As for the LUMO energy: 2.38 eV. The energy relative to the best compared isomer or geometry (same formula, charge and spin) is 84.4 kJ/mol. Its frontier orbital gap is 9.826 eV. The total charge is -1.

Geometry (Å):
P: 1.14468 0.03615 0.87595
F: 0.21826 -0.50470 2.09400
F: 1.17356 1.53821 1.50385
F: 2.46013 -0.29726 1.76895
F: 2.04317 0.56925 -0.34873
F: 1.17029 -1.45797 0.25704
F: -0.19652 0.40160 0.05886
C: -1.30326 3.16483 -0.94107
O: -0.46354 2.38244 -1.77073
H: -1.86409 3.82652 -1.60716
H: -2.02216 2.54939 -0.39866
H: -0.77978 3.85536 -0.27104
H: -0.02544 1.71034 -1.23250
C: 3.70399 3.45274 3.40782
O: 3.87309 2.07216 3.20167
H: 4.67420 3.94489 3.28634
H: 3.02371 3.90728 2.68447
H: 3.38747 3.69139 4.43027
H: 3.05065 1.70151 2.86801
C: -0.54081 -2.66575 -2.57255
C: -1.79231 -3.50186 -2.48683
O: -2.42883 -3.49579 -3.76529
H: 0.01318 -2.71492 -1.63264
H: -0.74104 -1.63510 -2.85613
H: 0.17309 -3.09631 -3.28096
H: -2.45954 -3.07072 -1.72963
H: -1.57589 -4.51993 -2.14667
H: -3.31205 -3.86116 -3.66833
C: 2.60071 5.25513 -0.13202
C: 2.85227 3.96275 -0.91453
O: 2.18690 3.96240 -2.15775
H: 2.78974 6.13291 -0.74940
H: 3.22483 5.28470 0.76415
H: 1.56008 5.28375 0.20265
H: 2.59023 3.12272 -0.26516
H: 3.92154 3.88665 -1.12766
H: 1.29441 3.61482 -2.03337
C: -3.29267 -0.06326 -1.39510
C: -4.55529 -0.89234 -1.49149
O: -5.56591 -0.16913 -0.77431
H: -2.90562 0.20591 -0.41412
H: -3.42133 0.89707 -1.90926
H: -2.50693 -0.48684 -2.02750
H: -4.44086 -1.88460 -1.04343
H: -4.77181 -0.99197 -2.55971
H: -6.40629 -0.59352 -0.97137
C: -2.10027 -4.59623 1.02752
C: -1.04211 -3.50601 1.10966
O: 0.24298 -4.02421 0.81976
H: -3.05245 -4.17304 0.70307
H: -2.25181 -5.09183 1.98701
H: -1.81787 -5.37543 0.31591
H: -1.11013 -3.10889 2.12992
H: -1.27205 -2.69367 0.41175
H: 0.84270 -3.26859 0.82326
C: -4.11579 0.77939 3.68229
C: -2.70118 0.30750 3.42730
O: -2.19661 0.97702 2.29241
H: -4.49632 0.37098 4.62359
H: -4.79884 0.44590 2.90074
H: -4.13770 1.86514 3.78440
H: -2.70680 -0.77909 3.27883
H: -2.08727 0.52979 4.30957
H: -1.38616 0.52745 2.01514
C: 3.78447 -1.81668 -2.52545
C: 3.61390 -0.41605 -3.07971
O: 2.25858 -0.14448 -3.37344
H: 4.85207 -2.06673 -2.55124
H: 3.24958 -2.55201 -3.12494
H: 3.50347 -1.92556 -1.47620
H: 4.16589 -0.33081 -4.01927
H: 4.04224 0.37239 -2.45018
H: 1.70130 -0.31088 -2.60634
O: 4.35175 -1.75574 3.23898
H: 3.70457 -1.28500 2.69688
H: 5.20161 -1.46433 2.89985

Mulliken population analysis, charges in e, atoms 1 to 5: atom 1 (P): 1.682, atom 2 (F): -0.475, atom 3 (F): -0.372, atom 4 (F): -0.306, atom 5 (F): -0.309

=====

ORCA calculation (wB97M-V/def2-TZVPD) on 8 unconnected molecules or ions with the total composition C14H46N14O8 at a distorted geometry.

Its SMILES is COC[C@H](C)N.COC[C@H](C)N.NC(N)=O.NC(N)=O.NC(N)=O.NC(N)=O.NC(N)=O.NC(N)=O. As for the LUMO energy: -0.15 eV. The energy relative to the best compared isomer or geometry (same formula, charge and spin) is 162.2 kJ/mol. Its frontier orbital gap is 8.611 eV.

Geometry (Å):
C: -0.78109 17.15820 9.16078
O: -1.01525 16.48444 7.93220
C: -1.34904 17.42062 6.89351
C: -1.82501 16.67993 5.62018
C: -3.10677 15.86875 5.87633
N: -0.80256 15.81367 5.00659
H: 0.22590 17.58228 9.20835
H: -0.89390 16.44657 9.97804
H: -1.47304 17.98782 9.32431
H: -2.27110 17.89764 7.24176
H: -0.54500 18.11732 6.65445
H: -1.99208 17.47296 4.88332
H: -3.61424 15.59524 4.95439
H: -3.78346 16.56416 6.38133
H: -2.87512 15.02972 6.53033
H: -0.88361 14.97764 5.58680
H: 0.09912 16.18599 5.29424
C: -2.40631 13.87280 10.56850
O: -3.44637 12.98879 10.22155
C: -4.57450 12.85025 11.05608
C: -5.38296 11.63843 10.68539
C: -6.65553 11.36992 11.48176
N: -4.62752 10.37764 10.81390
H: -1.59100 13.39425 11.12595
H: -2.72251 14.81480 11.01225
H: -1.81934 14.05797 9.66673
H: -4.24271 12.87980 12.10400
H: -5.21140 13.74239 10.97375
H: -5.75680 11.77157 9.66535
H: -7.45473 12.05349 11.17000
H: -6.51288 11.52650 12.55719
H: -7.13031 10.39507 11.40379
H: -3.73794 10.61311 10.34982
H: -4.22761 10.34712 11.75660
N: 1.19532 10.53762 11.99687
C: 0.31769 10.99622 11.04239
N: -0.94456 10.57439 11.28374
O: 0.67766 11.58293 10.02382
H: 0.80787 10.09589 12.80649
H: 2.09580 10.98276 12.00708
H: -1.69277 10.95194 10.72512
H: -1.07640 10.00505 12.09442
N: 3.95846 9.39299 8.89002
C: 3.08814 8.39406 8.59707
N: 2.71336 7.64870 9.66477
O: 2.75724 8.09230 7.44904
H: 4.16090 10.01154 8.10781
H: 4.19712 9.62187 9.83120
H: 3.00394 7.89265 10.58886
H: 2.21552 6.79502 9.48728
N: 2.32600 17.45286 6.77239
C: 2.07065 17.60947 5.44687
N: 2.13516 16.45037 4.74207
O: 1.97630 18.73848 4.95140
H: 2.33103 18.30957 7.29777
H: 2.39279 16.56609 7.23917
H: 1.80716 16.55232 3.79561
H: 2.27143 15.59171 5.25153
N: 3.07040 9.52578 4.94773
C: 3.89184 10.56785 5.27041
N: 4.27192 11.32737 4.21958
O: 4.34993 10.69255 6.41769
H: 2.83264 8.93787 5.74023
H: 2.60541 9.44484 4.06650
H: 4.92020 12.08008 4.35540
H: 3.77763 11.09720 3.38238
N: 2.06074 12.39991 7.70966
C: 1.45460 13.56171 7.35574
N: 0.44227 13.86761 8.21063
O: 1.84170 14.24432 6.39596
H: 2.92443 12.16601 7.24025
H: 1.81367 11.91943 8.56132
H: 0.45786 13.23713 8.99433
H: -0.12612 14.70406 8.20374
N: 1.75869 13.02673 3.63539
C: 1.95466 13.44300 2.38962
N: 1.44319 12.67736 1.39139
O: 2.60524 14.48598 2.17756
H: 1.36657 12.10615 3.76048
H: 2.10273 13.44780 4.48454
H: 1.55890 13.01840 0.45492
H: 1.32056 11.69600 1.55770

Mulliken population analysis, charges in e, atoms 1 to 5: atom 1 (C): -0.925, atom 2 (O): 0.010, atom 3 (C): -1.009, atom 4 (C): 0.103, atom 5 (C): -1.286

=====

| no. | DFT total energy (eV) | molecular weight (g mol⁻¹) |
| --- | --- | --- |
| 1 | -119018.6438 | 611.4 |
| 2 | -59292.8704 | 503.5 |
| 3 | -52510.6261 | 538.6 |